(1)
Formula: C4H2ClFS
Source: the OMol25 dataset
Level of theory: ωB97M-V with the def2-TZVPD basis set

The geometry in XYZ format:
```
9
Properties=species:S:1:pos:R:3
C 1.12 -0.30 0.56
C -0.86 0.72 -0.78
C 1.60 0.90 0.30
C 0.07 1.65 -0.80
F 2.75 1.59 0.42
S -0.57 -0.75 0.19
Cl 0.08 3.27 -1.32
H 1.60 -1.13 1.20
H -1.78 0.65 -1.25
```

Summary:
gap between HOMO and LUMO	9.6	eV
LUMO	0.73	eV


(2)
Formula: C23H44N2O12S3
Source: the OMol25 dataset
Level of theory: ωB97M-V with the def2-TZVPD basis set

The geometry in XYZ format:
```
84
Properties=species:S:1:pos:R:3
C 2.15 8.66 -1.66
C 1.73 9.48 -2.80
O 0.43 8.96 -3.03
C 0.20 7.92 -2.31
O -0.64 7.12 -2.58
O 1.25 7.66 -1.55
H 1.97 9.13 -0.69
H 3.18 8.31 -1.75
H 2.35 9.21 -3.66
H 1.77 10.54 -2.54
C -2.94 -6.58 -6.19
C -3.28 -7.43 -5.02
O -4.69 -7.31 -4.92
C -5.02 -6.19 -5.55
O -6.12 -5.64 -5.30
O -4.06 -5.74 -6.26
H -2.88 -7.10 -7.14
H -2.03 -5.99 -6.07
H -2.87 -7.07 -4.07
H -3.09 -8.49 -5.16
C 1.92 1.91 -8.35
C 3.00 2.47 -9.32
O 4.00 2.85 -8.47
C 3.51 3.06 -7.24
O 4.03 3.64 -6.33
O 2.29 2.51 -7.11
H 1.98 0.83 -8.24
H 0.92 2.25 -8.63
H 2.64 3.30 -9.94
H 3.29 1.62 -9.93
C -8.62 -0.05 7.16
C -8.62 -0.54 5.72
C -7.32 -0.19 5.05
C -7.13 1.28 5.16
N -7.00 2.41 5.26
H -8.81 1.02 7.28
H -7.69 -0.35 7.64
H -9.46 -0.50 7.68
H -9.47 -0.13 5.16
H -8.78 -1.62 5.70
H -7.50 -0.49 4.01
H -6.56 -0.81 5.51
C 1.67 -2.96 7.48
C 0.32 -3.31 7.85
C -0.51 -2.18 8.61
C 0.26 -1.66 9.80
N 0.88 -1.27 10.67
H 1.76 -2.10 6.81
H 2.08 -3.78 6.89
H 2.36 -2.75 8.30
H 0.52 -4.15 8.50
H -0.28 -3.74 7.05
H -1.40 -2.71 8.93
H -0.77 -1.51 7.79
C 3.13 3.57 6.66
S 4.49 4.74 6.27
O 5.35 4.85 7.55
C 5.60 3.91 5.01
H 3.54 2.63 7.04
H 2.57 3.21 5.80
H 2.40 3.83 7.43
H 5.71 2.90 5.41
H 6.56 4.42 5.00
H 5.07 3.87 4.06
C 5.27 -3.97 -7.35
S 4.76 -4.53 -5.62
O 3.40 -3.99 -5.28
C 4.54 -6.33 -5.85
H 4.37 -4.14 -7.94
H 6.04 -4.60 -7.79
H 5.59 -2.93 -7.39
H 3.74 -6.54 -6.57
H 4.35 -6.82 -4.90
H 5.44 -6.80 -6.26
C -1.93 -0.53 -0.82
S -1.04 0.58 0.40
O -0.97 -0.05 1.82
C 0.63 0.77 -0.34
H -1.90 0.00 -1.78
H -2.93 -0.74 -0.43
H -1.44 -1.49 -0.97
H 1.33 1.30 0.31
H 0.54 1.33 -1.27
H 0.90 -0.28 -0.42
```

Summary:
gap between HOMO and LUMO	8.6	eV
LUMO	0.15	eV


(3)
Formula: C14H22GaI2NO4P2S
Source: the OMol25 dataset
Level of theory: ωB97M-V with the def2-TZVPD basis set

The geometry in XYZ format:
```
47
Properties=species:S:1:pos:R:3
I -2.74 -0.01 -0.16
I 2.73 0.07 0.41
Ga -0.02 0.01 -0.09
P 0.03 -2.40 -0.22
C -0.21 -3.33 1.32
C -1.27 -3.04 -1.31
H -1.05 -4.10 -1.53
H 1.39 -4.10 -1.22
H -1.28 -2.46 -2.24
H 1.78 -2.47 -1.87
H -1.13 -2.99 1.80
H -2.25 -2.94 -0.83
C 1.55 -3.04 -0.96
H -0.15 -4.37 1.18
H 2.39 -2.95 -0.26
H 0.64 -3.06 2.01
P 0.01 2.39 -0.24
C -0.20 3.27 1.34
C 1.52 3.06 -0.97
H -1.30 2.44 -2.25
H -1.08 4.08 -1.55
H -2.27 2.93 -0.84
C -1.29 3.03 -1.32
H 1.76 2.49 -1.88
H 1.36 4.12 -1.22
H -0.19 4.36 1.17
H 0.62 3.00 2.03
H 2.36 2.96 -0.27
H -1.16 2.98 1.80
C -0.20 0.00 1.87
O -0.38 0.19 3.00
O -0.62 -2.15 3.58
C 0.54 -1.83 3.24
N 1.09 -1.43 1.73
S 3.18 -1.98 2.48
O 3.38 -3.37 2.37
O 4.25 -1.09 2.36
C 2.71 -1.47 4.26
C 3.29 -0.85 5.33
C 2.63 -0.65 6.55
C 1.32 -1.06 6.80
C 0.64 -1.62 5.73
C 1.35 -1.72 4.52
H 4.30 -0.48 5.22
H 3.09 -0.12 7.41
H 0.76 -0.92 7.72
H -0.40 -1.84 5.84
```

Summary:
gap between HOMO and LUMO (spin up / spin down)	5.0 / 5.3	eV
charge	+2
LUMO (spin up / spin down)	-9.91 / -9.56	eV


(4)
Formula: C6H25O7
Source: the OMol25 dataset
Level of theory: ωB97M-V with the def2-TZVPD basis set

The geometry in XYZ format:
```
38
Properties=species:S:1:pos:R:3
O -0.06 0.01 -0.25
H -0.86 0.39 -0.76
C 0.88 -1.92 2.41
O 0.78 -2.20 1.02
H 1.86 -2.14 2.57
H 0.29 -2.54 3.17
H 0.61 -1.03 2.30
H 0.52 -1.33 0.56
C 1.45 2.39 1.88
O 1.53 1.02 1.56
H 1.21 2.41 2.92
H 0.64 2.74 1.40
H 2.29 3.00 1.58
H 0.93 0.50 0.89
C -0.99 -2.82 -1.60
O -1.87 -2.21 -0.49
H -0.24 -3.48 -1.20
H -0.52 -2.13 -2.37
H -1.83 -3.44 -2.11
H -1.53 -1.30 -0.15
C -1.14 2.52 -2.33
O 0.01 2.50 -1.70
H -1.36 3.53 -2.76
H -1.93 2.13 -1.88
H -1.27 1.84 -3.21
H -0.10 1.77 -1.28
C 2.84 -0.58 -1.72
O 1.60 -0.50 -2.26
H 3.63 -0.46 -2.53
H 3.11 -1.26 -1.19
H 3.04 0.31 -1.29
H 0.97 -0.08 -1.64
C -2.60 0.20 1.93
O -2.17 1.22 1.06
H -3.51 0.70 2.30
H -1.85 0.02 2.86
H -3.00 -0.82 1.64
H -1.38 1.03 0.66
```

Summary:
gap between HOMO and LUMO	9.4	eV
charge	-1
LUMO	3.46	eV


Values of DFT total energy, in order: -1111.74262 -3109.49373 -4502.56307 -770.02843, all in hartree.